{"formula": "C13H17BBr12NO4P", "method": "ωB97M-V/def2-TZVPD", "total_charge": 0, "fmax_ha_per_bohr": 0.0323, "lumo_energy_ev": -0.029, "species": ["Br", "Br", "Br", "Br", "Br", "Br", "Br", "Br", "Br", "Br", "Br", "Br", "P", "O", "O", "O", "O", "N", "C", "C", "C", "C", "C", "C", "C", "C", "C", "C", "C", "C", "C", "B", "H", "H", "H", "H", "H", "H", "H", "H", "H", "H", "H", "H", "H", "H", "H", "H", "H"], "coordinates": [[-1.0652, -5.6360, 3.2233], [5.4021, 6.2059, -4.4273], [-2.2807, 0.0605, 5.1616], [-0.2602, -5.1930, 0.1778], [-1.1969, -2.7171, 1.9419], [-3.1153, 2.4605, 7.0670], [-3.1318, -0.5210, 8.1782], [2.4558, -10.7297, 0.6991], [2.5085, 5.0409, -5.0002], [2.5256, -7.5703, 1.0409], [-0.2580, -9.1118, 1.0576], [4.6912, 5.0480, -7.3050], [2.5325, 3.1546, -2.3682], [1.0799, 2.6924, 0.4304], [3.0157, 2.3796, -0.9681], [-0.2698, 0.0385, -1.8063], [3.2412, 3.1785, 1.2638], [-1.8248, 1.6931, -1.3745], [-2.3009, 0.7235, 6.9716], [-1.8122, 1.0301, 0.9573], [-2.2611, 0.2237, 1.9963], [-0.6964, 1.1517, -2.0402], [-2.3273, 0.8539, -0.3116], [-0.2967, -4.4270, 1.9388], [4.3794, 4.9163, -5.4141], [-0.0538, 2.0315, -3.0891], [-3.7426, -0.9135, 0.4685], [-3.2063, -0.7540, 1.7346], [-3.3032, -0.1028, -0.5631], [1.5348, -9.0743, 0.3685], [1.4798, 1.8893, -3.2003], [2.4571, 2.7445, 0.2396], [-1.0623, 1.7839, 1.1525], [-3.6680, -0.1923, -1.5792], [1.4648, -8.9569, -0.7026], [1.7193, 1.8964, -4.2630], [-1.8564, 0.3766, 2.9929], [-4.4818, -1.6767, 0.2658], [-0.3599, 3.0735, -2.9970], [-1.2725, 0.8329, 7.2824], [-2.5704, 1.8283, -2.0513], [-0.4656, 1.6936, -4.0481], [4.7062, 3.9356, -5.0968], [1.5339, 4.0845, -1.9799], [0.7294, -4.2621, 2.2344], [0.7477, 1.9069, -0.0212], [2.6790, 3.3693, 2.0217], [-3.5562, -1.3927, 2.5349], [1.8126, 0.9326, -2.7938]], "atomic_forces_ev_per_a": [[0.0, 0.0, 0.0], [0.0, 0.0, 0.0], [-0.1, 0.0, 0.8], [-0.1, 0.1, -0.1], [0.4, -0.6, -0.1], [0.0, 0.0, 0.0], [0.0, 0.0, 0.0], [0.0, 0.0, 0.0], [-0.3, 0.3, -0.4], [0.1, -0.1, 0.1], [0.0, 0.0, 0.0], [0.0, 0.0, 0.0], [1.5, -0.4, -0.7], [0.3, -0.4, 0.1], [-0.6, 0.6, 0.2], [0.1, 0.7, 0.3], [0.0, 0.1, -0.2], [-0.1, -0.9, 0.0], [0.0, -0.1, 0.0], [0.0, -0.1, 0.3], [0.1, 0.2, -0.4], [0.2, -0.5, -0.1], [0.1, 0.2, -0.2], [0.1, 0.1, 0.1], [0.1, -0.1, 0.1], [-0.1, -0.1, -0.5], [0.0, 0.1, -0.4], [-0.6, 0.1, 0.5], [0.3, 0.2, 0.0], [0.0, 0.0, 0.0], [-0.6, 0.2, 0.3], [-0.3, -0.1, 0.1], [-0.1, 0.1, -0.1], [-0.1, -0.2, 0.0], [0.0, 0.0, 0.0], [0.3, 0.1, 0.1], [0.0, 0.0, -0.7], [0.0, 0.0, 0.1], [0.0, 0.0, 0.2], [0.0, 0.0, 0.0], [0.2, 0.6, -0.1], [-0.1, -0.1, 0.1], [0.0, 0.0, 0.0], [-0.2, -0.3, 0.4], [0.0, 0.0, 0.0], [-0.3, 0.2, -0.1], [0.1, 0.0, 0.1], [-0.1, 0.1, 0.0], [-0.1, -0.1, -0.1]]}

---

{"formula": "C13H17BeBrN3O10SV", "method": "ωB97M-V/def2-TZVPD", "total_charge": 0, "fmax_ha_per_bohr": 0.1047, "lumo_energy_ev": -5.029, "species": ["Br", "V", "S", "O", "O", "O", "O", "O", "O", "O", "O", "O", "O", "N", "N", "N", "C", "C", "C", "C", "C", "C", "C", "C", "C", "C", "C", "C", "C", "Be", "H", "H", "H", "H", "H", "H", "H", "H", "H", "H", "H", "H", "H", "H", "H", "H", "H"], "coordinates": [[1.0535, -1.9235, 1.5361], [-3.9786, -3.3772, -2.9738], [0.1479, 1.9232, 1.5178], [-6.1406, -3.6387, 1.3840], [5.7538, -1.9021, 2.4570], [5.2368, -3.2508, 0.6512], [-4.5241, -3.4689, -1.2642], [-4.4611, -2.8192, 0.2103], [-1.6356, 2.8348, -1.3471], [4.1572, -3.8561, -1.2776], [-3.4247, -3.2297, -4.5190], [-0.7884, -0.6677, 0.6569], [-6.0767, -1.5524, 0.9766], [-5.6269, -2.6643, 0.8913], [-2.8387, -0.4639, 1.4374], [-2.1454, 0.6885, 1.6897], [5.3633, -2.0603, 1.3561], [4.8328, -1.0062, 0.3954], [-2.7635, 2.2077, -1.6862], [1.7809, 1.7075, 0.7229], [-3.8211, 2.4893, -0.5827], [4.8671, 0.4541, 0.8124], [4.3555, -1.5243, -0.7296], [2.9150, 1.8886, 1.8023], [-2.0075, -1.2275, 0.8266], [-0.9493, 0.5615, 1.2494], [-3.2699, 2.7789, -3.0261], [3.8058, 0.6393, 1.9795], [4.5617, -3.0316, -0.5285], [1.6406, -1.0846, -1.2410], [-3.5110, 2.0827, 0.3775], [1.8820, 0.7498, 0.1841], [-4.2205, 2.3132, -3.3071], [3.5188, 2.7889, 1.6195], [5.8731, 0.7315, 1.1566], [-4.7727, 2.0209, -0.8482], [-2.7416, 1.1013, -1.8126], [-3.9987, 3.5575, -0.4597], [-2.5601, 2.5844, -3.8314], [1.9175, 2.5011, -0.0261], [4.3430, 0.5985, 2.9342], [3.1247, -0.2284, 1.9447], [-3.4349, 3.8554, -2.9700], [3.9196, -0.9956, -1.5756], [-2.3523, -2.2079, 0.5226], [4.6238, 1.1095, -0.0386], [2.3695, 2.0129, 2.7531]], "atomic_forces_ev_per_a": [[2.8, -1.3, -0.5], [1.2, -0.1, -4.4], [-0.1, -0.4, -0.4], [1.0, -0.4, -0.4], [0.3, -0.5, 0.1], [0.1, -0.6, 0.5], [-1.0, 1.6, 5.1], [2.3, -0.9, -3.4], [0.3, -0.7, -0.2], [0.4, -0.8, 0.3], [-0.9, -0.1, 3.0], [-1.6, 1.6, -1.3], [1.1, 0.2, -0.5], [-3.9, -0.4, 0.7], [0.4, -0.1, -0.2], [-0.3, 1.2, 0.9], [-1.1, 0.7, -1.9], [0.5, 2.5, 0.5], [-0.3, -0.1, 0.3], [0.9, 0.2, -0.1], [-0.7, 0.2, 0.3], [-0.6, -0.5, 0.4], [0.8, -1.5, 1.6], [-0.4, -0.7, 0.6], [-1.1, 0.0, 0.2], [-0.2, -0.2, -0.3], [-0.4, 0.4, -0.7], [0.2, -0.2, -0.9], [-1.0, 1.7, -1.3], [-0.6, -0.6, 1.7], [0.2, 0.0, -0.1], [-0.2, 0.2, 0.4], [0.1, -0.1, 0.2], [-0.3, -0.2, -0.1], [-0.3, -0.1, 0.0], [0.1, -0.1, -0.2], [0.6, 0.2, 0.2], [0.2, 0.0, -0.1], [0.1, 0.0, 0.2], [-0.5, -0.2, 0.1], [-0.3, 0.2, -0.2], [0.3, 0.3, 0.3], [0.1, 0.0, 0.1], [0.4, -0.4, -0.1], [1.1, 0.0, -0.3], [0.0, -0.3, 0.2], [0.5, 0.2, -0.2]]}

---

| no. | Kohn-Sham gap (eV) |
| --- | --- |
| 1 | 8.637 |
| 2 | 2.588 |